94
Properties=species:S:1:pos:R:3 method="wB97M-V/def2-TZVPD" homo_energy_ev=-5.96 e_lumo_ev=-4.3 energy_ev=-150640.337 de_lowest_kj_mol=879.8
C 4.01095 -3.45693 3.95465
C 3.40016 -2.31440 2.94983
C 1.74554 -2.44719 2.74477
F 0.98226 -1.63452 3.72379
N 1.47956 -1.80770 1.36728
C 1.79334 -0.33309 1.24312
C 1.59240 0.45602 -0.18380
C 1.94521 2.08060 -0.35073
C 1.67438 2.94338 1.02634
C 0.04347 3.12264 1.34309
F -0.23688 4.28937 2.23536
C 1.05063 -0.47563 -1.46271
C 0.88024 0.33800 -2.89610
O -0.26806 0.49761 -3.55870
O 2.11194 0.97538 -3.44181
C 3.17077 -0.02630 -3.67191
C 4.54928 0.35099 -2.80489
O 4.89831 1.63944 -2.53385
N 5.49085 -0.71475 -2.28638
C 5.39202 -0.88670 -0.77869
C 6.93238 -0.32620 -2.56640
C 0.71186 -2.10356 -1.28264
C 0.14498 -3.00715 -2.52761
I -1.99831 -2.45854 -2.78287
C 0.38825 -4.62205 -2.38378
C -0.99211 -5.52068 -2.65774
I 1.93465 -5.18976 -3.88992
C 0.97954 -2.69586 0.24947
H 4.69042 -3.00511 4.79478
H 4.64143 -4.20512 3.29876
H 3.08512 -4.07286 4.36661
H 3.84736 -2.54070 1.86636
H 3.66636 -1.20763 3.23502
H 1.39156 -3.57418 2.67732
H 2.20115 0.31345 2.15952
H 1.19868 2.51503 -1.16392
H 3.05770 2.25772 -0.73464
H 2.27070 2.53834 1.96883
H 2.06735 4.05441 0.84195
H -0.36776 2.15829 1.91182
H -0.54922 3.21023 0.33106
H 2.82664 -1.13983 -3.51354
H 3.48010 0.07664 -4.81984
H 6.20104 -0.30232 -0.16763
H 5.58350 -2.04255 -0.56908
H 4.30994 -0.61521 -0.37220
H 6.95549 0.17497 -3.64817
H 7.68526 -1.23321 -2.50290
H 7.35821 0.49906 -1.83545
H 0.71696 -2.67308 -3.51973
H 0.82542 -4.97232 -1.35639
H -1.40128 -5.34552 -3.74943
H -0.67190 -6.66802 -2.60857
H -1.80130 -5.37930 -1.81543
H 0.79950 -3.84393 0.52126
Cl 4.40169 -3.18424 -0.78926
Cl 4.70169 -4.45924 6.06788
O -4.90317 -1.14172 -1.25117
S -4.97701 0.09335 -0.50115
O -4.47828 0.20136 0.85394
O -6.50847 0.64819 -0.54039
C -7.55663 -0.21514 -0.12451
C -7.63344 -0.30531 1.38792
C -4.24693 1.38926 -1.47099
H -7.44710 -1.20691 -0.57573
H -8.49152 0.21072 -0.50461
H -6.75637 -0.81657 1.79581
H -8.52295 -0.86128 1.69752
H -7.66297 0.69302 1.83573
H -4.66025 1.35111 -2.48010
H -3.16811 1.22204 -1.50093
H -4.46140 2.34930 -0.99783
O -4.39729 3.76897 0.48911
H -3.80230 4.51869 0.64014
H -4.46926 3.34819 1.35902
Mg 3.87705 -2.63738 -3.13058
O -7.22563 6.13310 4.55539
C -6.18029 6.53745 4.07377
O -4.98249 5.89094 4.18089
C -3.96084 6.69813 3.59739
C -4.67753 7.62148 2.64728
C -6.00890 7.82450 3.32525
H -3.44611 7.24180 4.39653
H -3.23805 6.06083 3.07966
H -4.13530 8.55215 2.46023
H -4.82874 7.11852 1.68438
H -5.97990 8.65216 4.03936
H -6.81160 7.96772 2.59822
C 5.47744 -7.18791 -3.33774
Cl 3.72752 -7.27327 -3.10182
Cl 5.87543 -6.82788 -5.02206
H 5.88442 -6.39971 -2.69971
H 5.92046 -8.14885 -3.06510
Cl -2.12295 2.92280 -0.04529